No. 1
The molecule C13H19NO at a distorted geometry. Source: OMol25; level of theory: ωB97M-V/def2-TZVPD.

The largest force on an atom comes out at 3.68 eV/Å. Its structure (SMILES) is CC(=O)[C@H](C)CCC/N=C1\C=CC=CC1. The energy above the lowest of the compared OMol25 structures with the same formula, charge and spin is 4.759 eV. Its HOMO energy (spin up / spin down) is -7.886 / -7.887 eV. As for the HOMO-LUMO gap (spin up / spin down): 0.2930 / 0.2931 Eh.

```
! RIJCOSX wB97M-V def2-TZVPD def2/J DEFGRID3
* xyz 0 1
C 2.246 0.734 -0.450
C -3.339 2.410 0.425
H -0.067 2.927 -0.575
H -0.045 -0.339 -0.876
C -0.990 2.433 -0.098
C 1.685 1.497 0.750
H 0.485 -3.817 1.540
C 0.077 -2.267 0.062
N 0.400 0.836 1.116
C -3.252 1.223 1.095
H -0.334 -1.751 -2.439
C -2.230 2.975 -0.264
H -4.193 2.949 0.387
C 2.001 -0.720 -0.213
C 0.914 -3.399 0.576
C -0.718 1.374 0.801
C 0.749 -1.683 -2.250
H -2.325 3.943 -0.924
C 0.655 -1.182 -0.766
H 2.748 -1.384 -0.746
H 1.613 1.000 -1.424
C -1.915 0.586 1.310
H 1.975 -3.421 0.869
H -1.707 0.120 2.317
H 2.367 1.527 1.676
H 0.672 -4.179 -0.257
H -1.871 -0.511 0.821
H 1.619 2.602 0.526
O -1.084 -2.247 0.354
H 2.109 -0.875 0.831
H 1.512 -2.509 -2.268
H 1.144 -0.944 -2.861
H 3.225 1.254 -0.704
H -4.124 0.836 1.659
*
```

---

No. 2
The molecule C13H19NO4. Source: OMol25; level of theory: ωB97M-V/def2-TZVPD.

The largest force on an atom comes out at 0.55 eV/Å. Its structure (SMILES) is COC(=O)c1ccc(C)c(N(CCO)CCO)c1. The energy above the lowest of the compared OMol25 structures with the same formula, charge and spin is 1.519 eV. Its HOMO energy is -8.421 eV. As for the HOMO-LUMO gap: 0.3274 Eh.

```
! RIJCOSX wB97M-V def2-TZVPD def2/J DEFGRID3
* xyz 0 1
C 0.508 1.822 0.780
O -3.192 -1.328 -0.204
C -0.651 2.376 1.309
C 1.553 -0.655 -1.673
H -4.536 -2.220 -1.455
C 1.976 -1.964 1.095
C -4.396 -2.057 -0.387
C 1.214 0.334 -2.799
C 0.438 0.575 0.137
H 1.624 3.640 0.769
C -1.945 0.509 0.551
H -0.871 -1.018 -0.472
C -0.794 -0.063 0.023
H 1.935 -2.682 0.274
H -0.592 3.336 1.802
C -3.265 -0.155 0.445
H 1.534 -0.086 -3.755
O 2.839 -2.534 2.047
H -2.769 2.166 1.614
H -0.502 0.966 -2.134
H 2.905 -1.942 2.805
H 2.543 -1.069 -1.872
H 3.484 -0.734 0.153
H 0.962 -1.841 1.506
H -4.302 -3.015 0.126
O -4.289 0.303 0.890
N 1.632 0.028 -0.393
C 2.489 -0.601 0.590
H 2.270 2.412 1.848
H 1.764 1.270 -2.624
H 2.580 0.073 1.446
H 0.830 -1.481 -1.699
C -1.868 1.735 1.205
H -5.237 -1.494 0.023
O -0.159 0.585 -2.952
H 2.489 2.239 0.103
C 1.801 2.572 0.876
*
```

---

No. 3
A cluster of 5 separate species, C13H20Br6FNO2 in total at a distorted geometry. Source: OMol25; level of theory: ωB97M-V/def2-TZVPD.

The largest force on an atom comes out at 2.24 eV/Å. Its structure (SMILES) is C[N+](=O)[O-].Fc1ccccc1.BrCCBr.BrCCBr.BrCCBr. Its HOMO energy is -9.150 eV. As for the HOMO-LUMO gap: 0.3355 Eh.

```
! RIJCOSX wB97M-V def2-TZVPD def2/J DEFGRID3
* xyz 0 1
C 2.844 -2.223 2.692
C -0.502 5.550 -2.707
C 3.560 -2.261 3.873
Br 0.891 1.860 -0.694
H 1.882 -2.712 2.649
Br 0.825 7.114 -2.618
H -4.062 -3.925 -0.709
H 4.901 -0.394 0.679
C 0.987 -0.753 -1.944
H -0.214 0.903 -2.689
H -5.398 -3.210 -1.657
H 6.196 -0.371 2.681
H -2.154 -0.437 0.603
C -2.462 -0.070 2.702
H -2.599 -0.724 3.563
C -2.271 -0.991 1.535
N -3.697 -2.018 -1.372
C 4.729 -1.430 3.977
C -4.636 -3.018 -0.901
H -1.431 5.990 -2.345
H -1.182 5.667 -4.734
H 3.142 -2.848 4.678
Br -4.115 0.973 2.438
O -4.113 -1.065 -1.977
Br -1.465 3.180 -3.996
H 1.937 -0.387 -2.333
H -0.874 -0.036 -1.260
C 5.221 -0.828 2.760
O -2.523 -2.204 -1.134
C -0.003 0.412 -1.739
H -0.239 4.832 -1.930
C 4.482 -0.836 1.571
H 1.057 -1.203 -0.954
H 0.418 4.835 -4.468
H 2.656 -1.668 0.662
F 5.453 -1.273 5.162
H -1.541 0.514 2.716
Br -0.592 -1.933 1.565
H -5.093 -2.651 0.018
Br 0.408 -2.134 -3.228
C -0.600 4.988 -4.111
H -3.084 -1.710 1.435
C 3.261 -1.505 1.542
*
```

---

No. 4
A structure of composition C13H20ClMoN3O2 at a distorted geometry. Source: OMol25; level of theory: ωB97M-V/def2-TZVPD.

The largest force on an atom comes out at 6.06 eV/Å. The energy above the lowest of the compared OMol25 structures with the same formula, charge and spin is 0.000 eV. Its HOMO energy (spin up / spin down) is -16.110 / -16.082 eV. As for the HOMO-LUMO gap (spin up / spin down): 0.3033 / 0.2282 Eh.

```
! RIJCOSX wB97M-V def2-TZVPD def2/J DEFGRID3
* xyz 2 3
H 1.398 -1.074 0.197
O 2.368 2.252 -1.233
H 3.246 0.412 2.580
N -1.070 -0.320 2.041
C -1.498 0.558 3.131
C 0.596 0.803 -4.520
O -1.583 2.432 0.688
C 1.485 1.506 -1.354
H 2.149 0.013 4.255
H -2.448 -1.841 -1.907
C -1.504 -1.414 -2.252
C 0.202 -0.378 1.597
H -2.591 0.686 3.056
H -2.188 0.200 -3.652
H -2.738 -0.175 0.721
H -1.271 0.104 4.107
Mo -0.246 0.334 -1.422
H 1.316 0.312 -5.178
H 2.971 -1.136 1.786
H -1.712 -1.648 0.541
H -1.027 1.555 3.038
H -2.804 -1.476 1.948
H -0.185 1.264 -5.128
Cl -1.132 2.542 -2.337
H 2.653 0.378 0.908
C 0.756 -1.146 -2.769
C 0.011 -0.188 -3.561
H 1.850 -1.220 -2.772
H 1.143 1.599 -3.989
C -2.143 -0.937 1.254
N 0.444 -0.699 0.297
H 0.047 -2.788 -1.410
C -1.377 -0.334 -3.183
H 0.696 0.991 4.157
C -0.180 -1.891 -1.977
N 1.240 -0.106 2.408
C 1.140 0.041 3.853
C 2.590 -0.110 1.883
C -1.191 1.683 -0.102
H 0.588 -0.786 4.300
*
```

---

No. 5
A structure of composition C13H20ClPtSbSe4 at a distorted geometry. Source: OMol25; level of theory: ωB97M-V/def2-TZVPD.

The largest force on an atom comes out at 2.40 eV/Å. The energy above the lowest of the compared OMol25 structures with the same formula, charge and spin is 0.000 eV. Its HOMO energy (spin up / spin down) is -0.917 / -1.523 eV. As for the HOMO-LUMO gap (spin up / spin down): 0.1969 / 0.2064 Eh.

```
! RIJCOSX wB97M-V def2-TZVPD def2/J DEFGRID3
* xyz -2 3
H 3.507 -0.232 -0.864
C 1.281 2.989 -1.663
C -1.796 1.740 2.021
C 2.777 0.453 -1.290
H -2.194 3.343 -0.148
C -1.136 3.400 -0.399
H 0.734 3.062 -2.588
H 2.508 -0.066 -2.204
H -3.305 -2.561 -0.727
H 2.734 -1.145 1.651
H 3.390 1.341 -1.536
H -0.179 -1.719 2.369
H -2.593 0.992 2.217
Sb 0.145 -4.962 -0.924
C -0.276 -0.673 2.474
C -2.846 -1.644 -1.098
Se 0.471 -2.724 -2.007
Cl -4.396 -0.419 -0.599
H -2.843 -1.472 -2.178
Se -2.143 -5.938 -0.741
H -1.044 3.567 -1.449
H 2.447 -1.796 0.006
H -1.314 -0.530 2.769
H -1.264 2.024 2.964
H -2.388 2.583 1.629
H -0.824 4.374 0.034
C 1.959 -1.377 0.850
Se 1.117 -4.948 1.286
C 0.801 1.953 -0.723
C 1.537 0.752 -0.497
Se 0.683 -6.873 -2.358
H 2.359 2.871 -1.926
C 1.111 -0.210 0.453
H 1.411 -2.263 1.250
H 1.286 4.030 -1.261
C -0.013 0.093 1.247
Pt -0.984 -1.266 -0.368
C -0.734 1.314 1.049
C -0.377 2.193 0.003
H 0.389 -0.258 3.273
*
```

---

No. 6
The ion C13H20F8IN4O7P2 with charge +1 at a distorted geometry. Source: OMol25; level of theory: ωB97M-V/def2-TZVPD.

The largest force on an atom comes out at 7.29 eV/Å. Its structure (SMILES) is C[C@H](F)[C@@]1(O)[C@@H](CCCC(F)(F)C(F)(F)F)N(N)[C@](O)(I)[C@@H](N(C(=O)F)C(=O)F)[N@@H+]1PP(=O)(O)O. Its HOMO energy is -12.636 eV. As for the HOMO-LUMO gap: 0.3029 Eh.

```
! RIJCOSX wB97M-V def2-TZVPD def2/J DEFGRID3
* xyz 1 1
O 0.244 -0.493 -3.142
C -2.591 -1.624 1.018
C -4.958 0.771 -0.185
F -6.294 1.282 -0.312
C 0.944 0.282 0.991
C -4.890 -0.206 1.113
P 3.760 0.310 0.661
H -3.444 -0.620 2.833
C -0.297 2.712 0.650
H -2.722 -1.652 -0.115
C -1.078 -1.488 1.541
H 2.917 -0.485 -1.501
H 2.101 1.681 0.049
H -2.804 0.565 1.562
F -0.025 2.356 -2.876
F -5.647 0.496 2.135
H -1.781 0.551 -0.390
H -0.689 3.559 1.342
O 4.784 -2.278 -0.808
O 2.620 1.388 -4.611
H 3.012 -2.717 2.391
H 0.808 -1.839 0.482
H -1.127 -0.872 2.525
H -3.090 -2.585 1.426
F -4.137 1.940 -0.027
N 2.048 0.628 0.060
F -4.573 0.019 -1.331
F 1.006 2.126 2.602
I 1.625 -2.835 -2.231
O 1.756 3.551 -2.200
C -3.420 -0.388 1.705
H 0.606 3.197 0.104
H -0.822 1.219 2.202
N -1.246 0.216 -1.203
H 0.958 -0.341 2.932
O 1.585 -0.317 2.178
H -1.123 2.528 -0.108
C 0.787 -0.805 -1.814
N 2.274 1.307 -2.313
F -5.588 -1.441 0.890
H -0.799 -2.552 1.918
O 3.070 -2.843 1.412
C 1.322 2.387 -2.450
C 3.015 0.936 -3.506
H -1.982 -0.145 -1.849
P 4.226 -1.808 0.757
F 4.195 0.138 -3.541
C 0.013 -0.986 0.486
H 3.883 0.804 2.027
N -0.407 -0.861 -0.923
H -0.141 -1.343 -3.468
O 5.484 -1.912 1.666
C 0.110 1.509 1.606
H 4.551 -3.219 -0.984
C 1.975 0.197 -1.376
*
```